Entry 1:
DFT (wB97M-V/def2-TZVPD) results for a 10-piece molecular cluster, C27H59N3O10 overall.

```
99
Properties=species:S:1:pos:R:3:forces:R:3
O 1.92460 -1.67664 2.98644 -1.2 0.8 1.2
C 0.90193 -1.11495 2.90550 1.6 0.0 -2.4
N -0.05923 -0.46633 2.45266 0.0 -1.7 1.4
C -1.26511 -1.26989 2.44279 -0.7 0.5 0.0
C -1.23291 -2.64048 1.98250 1.2 -0.4 -0.3
N -2.26642 -3.44892 1.91078 0.3 2.0 0.4
C -3.40386 -2.80150 2.30128 -1.8 -1.0 0.1
C -4.64263 -3.53140 2.24253 -0.2 -0.5 -0.3
C -5.85037 -2.98748 2.57568 -0.1 1.1 0.5
C -5.89412 -1.61981 3.05138 0.3 -0.8 -0.5
C -4.72689 -0.90933 3.12698 -0.4 0.3 0.2
C -3.46391 -1.47020 2.75876 -0.5 0.4 0.1
N -2.35870 -0.67307 2.83434 0.4 -0.8 -0.3
H -0.25900 -3.04275 1.65873 -0.4 0.2 0.2
H -4.65065 -4.57024 1.88677 0.4 0.4 0.2
H -6.78507 -3.55540 2.51049 0.5 0.2 -0.1
H -6.84358 -1.14378 3.31761 0.4 -0.3 -0.1
H -4.78367 0.12704 3.48244 0.4 -0.4 -0.2
C 1.40166 -3.92283 -1.80412 0.1 -0.3 -0.1
C 1.35696 -2.76161 -0.84293 0.3 0.0 -0.2
O 1.66616 -3.14303 0.49509 -0.2 0.0 0.2
H 0.69723 -4.69595 -1.49931 0.0 0.1 0.0
H 1.15013 -3.58681 -2.80909 0.0 0.0 0.0
H 2.39244 -4.38671 -1.82804 0.0 0.1 0.0
H 0.35387 -2.33149 -0.82912 0.0 0.1 0.1
H 2.06707 -1.98555 -1.14703 -0.2 0.1 -0.2
H 2.55599 -3.50947 0.50600 0.0 0.0 0.0
C -1.92741 -4.90683 -1.98361 0.0 0.0 -0.1
C -3.36124 -5.39423 -2.00114 0.1 0.2 0.4
O -3.65442 -6.11874 -0.80930 -0.2 -0.2 -0.1
H -1.23870 -5.74755 -1.88848 -0.1 0.0 -0.1
H -1.68668 -4.35414 -2.89437 0.1 0.0 0.1
H -1.75730 -4.25428 -1.12273 0.0 0.1 0.0
H -3.53137 -6.06283 -2.84494 -0.1 -0.1 0.1
H -4.05586 -4.55055 -2.08439 0.0 0.0 -0.2
H -3.51047 -5.52193 -0.06640 0.1 0.0 0.0
C 3.39472 2.27799 1.65185 -0.1 0.0 0.0
C 1.96573 2.39095 1.15636 0.2 -0.3 0.3
O 1.72178 1.42952 0.12566 -0.1 0.1 -0.1
H 4.09632 2.43602 0.83520 0.0 0.1 0.0
H 3.59669 3.01036 2.43392 0.1 0.0 0.0
H 3.58690 1.27728 2.04995 -0.1 0.0 0.1
H 1.78262 3.38202 0.74131 -0.1 -0.1 -0.2
H 1.25485 2.22237 1.97151 0.0 0.1 0.0
H 1.87607 0.55680 0.50269 -0.1 0.0 -0.1
C -1.88987 0.20336 7.22781 0.0 0.0 0.1
C -2.99620 1.06880 6.65403 0.3 -0.2 -0.3
O -2.47982 1.96273 5.67438 -0.1 0.1 0.1
H -1.11456 0.82502 7.67848 -0.1 0.0 0.0
H -2.27899 -0.47915 7.98595 0.0 0.0 0.0
H -1.41255 -0.38468 6.43940 -0.1 -0.1 0.0
H -3.45673 1.66953 7.43818 0.0 0.1 -0.1
H -3.77242 0.44785 6.19282 -0.1 -0.1 0.2
H -2.08229 1.42836 4.97628 -0.1 0.0 0.0
C 1.11925 -0.62260 -5.41855 0.0 0.1 -0.2
C -0.06739 -1.54396 -5.21742 0.2 0.4 0.2
O -0.15647 -1.91218 -3.84723 -0.3 -0.3 0.1
H 2.04208 -1.11560 -5.10822 0.0 -0.1 0.0
H 1.21443 -0.32458 -6.46508 0.0 0.0 0.0
H 1.01475 0.27499 -4.80627 0.0 0.0 0.0
H 0.04415 -2.45334 -5.80835 -0.1 -0.1 0.2
H -1.00102 -1.05397 -5.51492 0.0 0.0 -0.2
H -0.26315 -1.09866 -3.33983 0.2 0.0 0.0
C -0.85318 2.86739 -1.87969 -0.1 0.1 0.0
C -0.65121 1.40887 -2.24048 0.5 0.1 0.3
O 0.72725 1.13312 -2.47516 -0.3 -0.2 -0.4
H -0.48679 3.51212 -2.68026 -0.1 -0.1 0.0
H -1.90865 3.08592 -1.70646 0.0 0.0 0.0
H -0.29023 3.12123 -0.97868 -0.1 -0.1 0.0
H -1.19805 1.16202 -3.15312 0.1 0.0 0.0
H -1.01014 0.75833 -1.43467 -0.2 0.0 0.0
H 1.20822 1.34346 -1.66116 0.0 0.0 0.1
C 7.45008 4.44105 -0.79309 0.0 -0.1 0.1
C 6.47040 3.52726 -0.08150 0.0 0.4 -0.1
O 6.04005 4.10708 1.14921 0.1 -0.2 0.1
H 8.31907 4.63393 -0.16145 0.0 -0.1 0.0
H 7.78813 3.99897 -1.73103 0.0 0.1 0.0
H 6.99221 5.40693 -1.00907 0.0 -0.1 -0.1
H 6.93859 2.57089 0.15153 -0.1 0.0 0.2
H 5.59205 3.33879 -0.70927 0.1 -0.1 -0.1
H 5.61761 4.94663 0.94201 0.0 0.0 0.0
C -7.52137 -2.95976 -1.36180 0.1 0.0 0.0
C -8.53147 -3.84942 -0.66154 -0.1 0.4 -0.1
O -8.95444 -3.26163 0.56708 0.1 -0.2 0.2
H -6.65262 -2.79244 -0.72219 0.0 -0.1 0.0
H -7.18754 -3.40881 -2.29906 0.0 0.0 0.0
H -7.95429 -1.97956 -1.57820 0.0 0.0 -0.1
H -8.08983 -4.81790 -0.42848 -0.1 0.0 0.1
H -9.40894 -4.01340 -1.29541 0.1 -0.1 -0.1
H -9.35369 -2.41053 0.36152 0.0 0.0 0.0
C 8.61552 8.61088 -1.44521 0.0 0.0 0.1
C 9.09291 7.74390 -2.59542 -0.4 0.2 0.0
O 8.15288 6.70829 -2.87028 0.2 -0.1 0.0
H 8.46946 8.00732 -0.54781 0.1 0.0 0.0
H 9.33575 9.40069 -1.22467 0.0 0.0 0.0
H 7.65306 9.07171 -1.68243 0.1 0.1 0.0
H 10.04186 7.26947 -2.34749 -0.1 -0.1 -0.1
H 9.23272 8.34415 -3.50041 0.2 0.1 0.1
H 7.31724 7.12752 -3.09956 0.0 0.0 0.0
```
Positions in Å, forces in eV/Å.

Results
Kohn-Sham gap: 8.81 eV
electronic energy: -53898.798 eV
structure (SMILES): O=C=Nc1cnc2ccccc2n1.CCO.CCO.CCO.CCO.CCO.CCO.CCO.CCO.CCO
total charge: 0
energy above the lowest of the compared OMol25 structures with the same formula, charge and spin: 0.00 kJ/mol

***

Entry 2:
DFT (wB97M-V/def2-TZVPD) results for a 4-piece molecular cluster, C27H60N2O3S overall.

```
93
Properties=species:S:1:pos:R:3:forces:R:3
C 0.38747 1.48036 0.04041 0.0 -0.3 -0.2
S 0.42334 3.02837 0.87446 0.2 0.1 0.0
O 1.62155 3.12351 1.66779 -0.1 -0.1 0.1
O -0.86601 3.23087 1.48522 0.0 -0.1 0.0
C 0.61128 4.22522 -0.46178 0.3 -0.2 -0.2
N 1.88810 3.94915 -1.10724 -0.4 0.8 0.0
C 2.83417 4.93938 -0.71752 -0.1 -0.3 -0.1
O 3.98692 4.88092 -1.02676 0.2 0.2 -0.1
C 2.13681 6.03953 0.04752 0.0 -0.1 0.1
C 0.65249 5.64850 0.15884 0.1 -0.1 0.2
C -0.32299 6.62604 -0.52151 0.1 0.0 -0.1
C -1.53090 7.04009 0.32618 -0.1 0.1 0.1
C -2.45830 5.96596 0.90098 0.0 -0.1 0.1
C -3.45839 5.30090 -0.05749 -0.1 0.1 0.1
N -2.99865 4.88344 -1.38011 0.0 -0.1 0.0
H 1.33741 1.29950 -0.45743 0.0 0.0 0.1
H 0.19181 0.72623 0.80290 0.1 0.0 0.0
H -0.43027 1.48850 -0.68054 0.0 0.0 0.1
H -0.20842 4.06366 -1.16266 -0.1 0.1 0.1
H 1.83310 3.90522 -2.11832 0.2 -0.4 0.1
H 2.62731 6.17990 1.01074 -0.1 0.0 0.0
H 2.28387 6.95755 -0.52646 0.0 0.0 0.0
H 0.40810 5.56067 1.22119 -0.1 0.1 -0.1
H -0.63031 6.21760 -1.48921 0.0 0.1 0.1
H 0.22133 7.54678 -0.74894 0.0 0.0 0.0
H -1.12126 7.59446 1.17892 -0.1 0.0 0.0
H -2.11911 7.77037 -0.24306 0.0 0.0 0.0
H -3.05929 6.46263 1.67069 0.0 -0.1 0.0
H -1.87661 5.20010 1.42443 -0.1 0.1 -0.2
H -4.30878 5.97342 -0.20952 0.1 0.0 -0.1
H -3.85790 4.40998 0.43445 0.0 0.1 0.0
H -2.23804 4.21771 -1.30835 -0.1 0.1 0.0
H -2.68039 5.66989 -1.93267 0.0 0.0 0.1
C 2.93873 -0.76907 2.00458 0.0 0.0 0.0
C 1.76326 -1.34900 2.78339 0.0 0.0 0.0
C 2.17732 -2.32861 3.88069 0.0 0.0 0.0
C 2.93093 -3.56268 3.38019 0.0 0.0 0.0
C 2.18552 -4.38199 2.32840 0.0 -0.1 0.0
C 0.86406 -4.96006 2.82232 0.0 0.0 0.0
H 3.50405 -1.54264 1.48157 0.0 0.0 0.0
H 2.59749 -0.05323 1.25607 0.0 0.0 0.0
H 3.62640 -0.24200 2.66861 0.0 0.0 0.0
H 1.07290 -1.84186 2.09096 0.0 0.0 0.0
H 1.19956 -0.53181 3.24256 0.0 0.0 0.0
H 1.28694 -2.64027 4.43328 0.0 0.0 0.0
H 2.81049 -1.80352 4.60264 0.0 0.0 0.0
H 3.15627 -4.20546 4.23713 0.0 0.0 0.0
H 3.89837 -3.25877 2.97127 0.0 0.0 0.0
H 2.83436 -5.20075 2.00412 0.0 0.0 0.0
H 2.00776 -3.77151 1.43781 0.0 0.0 0.0
H 1.02139 -5.59938 3.69393 0.0 0.0 0.0
H 0.38354 -5.56227 2.04987 0.0 0.0 0.0
H 0.16160 -4.17549 3.10872 0.0 0.0 0.0
C -7.20779 0.09174 -1.73099 0.0 0.0 0.0
C -5.77743 0.61950 -1.73656 0.0 0.0 0.0
C -4.79728 -0.26774 -0.97017 0.0 0.0 0.0
C -5.11302 -0.43951 0.51765 0.0 0.0 0.0
C -5.21076 0.86750 1.30392 0.0 0.0 0.0
C -3.92599 1.68636 1.28126 0.0 0.1 0.0
H -7.61394 0.03863 -0.71956 0.0 0.0 0.0
H -7.86784 0.73440 -2.31481 0.0 0.0 0.0
H -7.25410 -0.91210 -2.15971 0.0 0.0 0.0
H -5.75971 1.63313 -1.32640 0.0 0.0 0.0
H -5.43032 0.70981 -2.76919 0.0 0.0 0.0
H -3.78897 0.14097 -1.08398 0.0 0.0 0.0
H -4.77456 -1.25802 -1.43676 0.0 0.0 0.0
H -4.33375 -1.06447 0.96622 0.0 0.0 0.0
H -6.04657 -0.99678 0.63254 0.0 0.0 0.0
H -5.47271 0.63229 2.33877 0.0 0.0 0.0
H -6.03408 1.47411 0.91574 0.0 0.0 0.0
H -3.08376 1.12430 1.69038 0.0 0.0 0.0
H -4.02978 2.59331 1.87869 0.0 0.0 0.0
H -3.66232 1.99570 0.26748 0.0 0.0 0.0
C 5.15248 -5.92005 -0.47016 0.0 0.0 0.0
C 4.40629 -4.84556 -1.25404 0.0 0.0 0.1
C 2.99552 -5.26274 -1.66357 0.0 0.0 0.0
C 2.92149 -6.47944 -2.58810 0.0 0.0 0.0
C 3.70142 -6.33882 -3.89466 0.0 0.0 0.0
C 3.21954 -5.18832 -4.77155 0.0 0.0 0.0
H 5.29347 -6.82638 -1.06138 0.0 0.0 0.0
H 6.14000 -5.57252 -0.16413 0.0 0.0 0.0
H 4.60121 -6.19505 0.43232 0.0 0.0 0.0
H 4.99164 -4.56624 -2.13469 0.0 0.0 0.0
H 4.33471 -3.94187 -0.64200 0.0 0.0 0.0
H 2.49726 -4.41286 -2.13856 0.0 0.0 0.0
H 2.41962 -5.47979 -0.75752 0.0 0.0 0.0
H 1.86964 -6.67267 -2.82221 0.0 0.0 0.0
H 3.27750 -7.36563 -2.05583 0.0 0.0 0.0
H 3.61746 -7.27558 -4.45167 0.0 0.0 0.0
H 4.76637 -6.21207 -3.67985 0.0 0.0 0.0
H 2.16148 -5.30445 -5.01781 0.0 0.0 0.0
H 3.77698 -5.14476 -5.70799 0.0 0.0 0.0
H 3.34018 -4.22442 -4.27442 0.0 0.0 0.0
```
Positions in Å, forces in eV/Å.

Results
Kohn-Sham gap: 9.59 eV
electronic energy: -48930.867 eV
structure (SMILES): CS(=O)(=O)[C@@H]1NC(=O)C[C@H]1CCCCN.CCCCCC.CCCCCC.CCCCCC
total charge: 0